This record from OMol25 describes C4H6ClNS as an isolated structure in a non-equilibrium geometry. The level of theory is ωB97M-V with the def2-TZVPD basis set.

Summary:
2S+1: 1
Total energy: -29087.502 eV
Molecular weight: 135.62 g/mol
Net charge: 0
F_max: 0.178 hartree/bohr
Highest occupied orbital energy: -0.337 hartree
LUMO energy: -0.2669 eV

Each line ends with the natural charge from an NBO analysis.
Positions of all 13 atoms, in Å:
C (-0.927, -0.262, -0.356)  -0.310
C (-1.130, 1.210, -0.349)  -0.236
C (0.335, -0.345, 0.568)  -0.135
C (1.699, -1.145, 0.156)  -0.378
H (-0.661, -0.733, -1.355)  0.230
H (-2.148, 1.425, 0.368)  0.232
H (-1.244, 2.025, -1.462)  0.238
H (1.366, 1.363, 0.098)  0.361
H (0.028, -0.682, 1.587)  0.215
H (1.656, -2.393, 0.281)  0.212
N (0.371, 1.228, 0.650)  -0.615
S (3.004, -0.538, -0.211)  0.202
Cl (-2.346, -1.153, 0.025)  -0.017


This record from OMol25 describes C4H6CoO7 as an isolated structure in a non-equilibrium geometry. The level of theory is ωB97M-V with the def2-TZVPD basis set.

Summary:
2S+1: 6
Total energy: -56197.058 eV
Molecular weight: 225.02 g/mol
<S²>: 8.764
Net charge: 0
F_max: 0.138 hartree/bohr
Highest occupied orbital energy (alpha / beta): -0.260 / -0.311 hartree
LUMO energy (alpha / beta): 0.0862 / -5.5932 eV

Each line ends with the Löwdin spin population.
Positions of all 18 atoms, in Å:
O (-2.237, -3.292, 1.063)  0.189
C (-1.735, -2.215, 1.487)  0.052
O (-1.875, -1.859, 2.689)  0.196
O (-1.036, -1.488, 0.625)  0.017
O (0.167, 0.635, -1.020)  0.102
C (1.033, 1.157, -1.917)  0.061
O (2.200, 0.795, -1.991)  0.752
O (0.328, 1.436, -3.037)  0.119
C (0.738, 0.053, 0.146)  0.004
C (-0.351, -0.330, 1.112)  0.006
Co (-2.855, -3.473, 2.870)  3.537
H (0.937, 1.726, -3.726)  0.001
H (1.399, 0.782, 0.636)  0.002
H (1.333, -0.827, -0.134)  0.001
H (-1.070, 0.489, 1.244)  0.002
H (0.107, -0.556, 2.083)  0.002
O (1.041, 3.318, -0.895)  -0.043
H (1.876, 3.647, -1.235)  0.001


This record from OMol25 describes C4H6CsO4 as an isolated structure in a non-equilibrium geometry. The level of theory is ωB97M-V with the def2-TZVPD basis set.

Summary:
2S+1: 1
Total energy: -12971.645 eV
Molecular weight: 250.99 g/mol
Net charge: +1
F_max: 0.039 hartree/bohr
Highest occupied orbital energy (alpha / beta): -0.438 / -0.438 hartree
LUMO energy (alpha / beta): -3.5025 / -3.5025 eV

Each line ends with the natural charge from an NBO analysis.
Positions of all 15 atoms, in Å:
O (1.225, -0.240, 1.430)  -0.200
C (0.900, 0.097, 2.582)  0.454
H (0.217, -0.576, 3.120)  0.190
H (2.060, 1.234, 3.911)  0.263
C (1.325, 1.399, 3.107)  -0.718
H (1.738, 2.040, 2.322)  0.257
H (0.456, 1.870, 3.593)  0.268
O (0.324, -1.114, 0.626)  -0.513
Cs (2.676, -3.608, -2.096)  0.998
H (-3.314, -0.752, -3.362)  0.132
O (-2.635, 0.184, -1.683)  -0.445
O (-0.639, -1.111, -3.881)  -0.507
C (-2.546, -0.151, -2.838)  0.336
C (-1.187, -0.091, -3.531)  0.353
H (-0.599, 0.820, -3.300)  0.131


This record from OMol25 describes C4H6CuF3N3O11 as an isolated structure in a non-equilibrium geometry. The level of theory is ωB97M-V with the def2-TZVPD basis set.

Summary:
2S+1: 2
Total energy: -84014.375 eV
Molecular weight: 392.64 g/mol
<S²>: 0.754
Net charge: -2
F_max: 0.140 hartree/bohr
Highest occupied orbital energy (alpha / beta): -0.092 / -0.092 hartree
LUMO energy (alpha / beta): 2.0899 / 0.5820 eV

Each line ends with the Löwdin spin population.
Positions of all 28 atoms, in Å:
Cu (1.313, -1.120, -2.109)  0.000
C (-1.451, -0.867, 2.977)  0.039
O (-1.448, 0.511, 2.966)  0.066
O (-0.974, -1.208, 1.672)  0.871
C (-0.587, -1.357, 4.203)  0.001
F (0.760, -1.380, 3.836)  0.000
F (-0.714, -0.518, 5.240)  0.000
F (-0.888, -2.623, 4.605)  0.001
C (-2.455, 1.347, 2.397)  0.002
C (-2.148, 2.789, 2.689)  0.001
H (-2.173, 2.972, 3.763)  0.000
H (-1.165, 2.929, 2.239)  0.000
H (-2.871, 3.478, 2.252)  0.000
H (-3.385, 1.077, 2.897)  0.001
H (-2.515, 1.129, 1.331)  0.001
H (-2.465, -1.241, 3.119)  0.017
N (-1.622, -2.512, -5.213)  0.000
O (-0.565, -3.101, -5.068)  0.000
O (-2.349, -2.837, -6.079)  0.000
O (-1.756, -1.579, -4.512)  0.000
N (1.657, 3.147, -3.723)  0.000
O (1.926, 4.251, -4.221)  0.000
O (1.985, 2.101, -4.291)  0.000
O (1.304, 2.916, -2.547)  0.000
N (5.699, -2.078, -2.114)  0.000
O (6.892, -2.275, -2.107)  0.000
O (4.864, -2.755, -2.670)  0.000
O (5.130, -1.197, -1.532)  0.000